{"formula": "C4H7NO", "method": "wB97M-V/def2-TZVPD", "symbols": ["H", "C", "H", "C", "C", "O", "H", "H", "N", "H", "H", "C", "H"], "positions_angstrom": [[-0.02, 0.36, -1.94], [-0.89, -0.73, -0.34], [-0.20, -1.49, -0.74], [0.19, 1.16, -0.09], [1.64, 1.16, -0.33], [2.07, 1.65, -1.36], [2.28, 0.81, 0.52], [-1.36, 0.11, 1.61], [-0.53, 0.54, -1.06], [0.31, -0.37, 1.55], [-0.92, -1.62, 1.56], [-0.69, -0.63, 1.18], [-1.92, -1.04, -0.54]], "total_charge": 0, "total_energy_ev": -7794.5736, "orbital_gap_ha": [0.2857, 0.2857]}



{"formula": "C4H7NO", "method": "wB97M-V/def2-TZVPD", "symbols": ["C", "H", "N", "H", "C", "H", "H", "O", "C", "C", "H", "H", "H"], "positions_angstrom": [[-0.96, -1.09, -0.32], [-0.13, 1.07, 1.99], [-0.91, 0.39, 0.10], [1.73, 1.04, -0.68], [-0.09, 0.17, 1.38], [-0.43, -0.71, 1.95], [2.03, -0.72, -0.83], [1.21, -0.13, 0.94], [-0.07, -0.14, -1.00], [1.34, 0.04, -0.46], [-1.89, -1.27, -0.84], [-1.58, 1.12, -0.21], [-0.25, 0.23, -2.02]], "total_charge": 0, "total_energy_ev": -7794.4391, "orbital_gap_ha": 0.2930}



{"formula": "C4H7NO", "method": "wB97M-V/def2-TZVPD", "symbols": ["C", "H", "H", "H", "H", "N", "O", "C", "H", "C", "H", "C", "H"], "positions_angstrom": [[-1.40, 0.30, -0.24], [-2.23, 0.89, 0.11], [1.70, -0.91, 0.72], [-2.24, -1.35, 0.43], [2.81, 0.94, -0.36], [-1.48, -1.14, -0.24], [1.18, 2.11, -0.18], [-0.37, -0.25, 0.66], [-0.69, -1.12, 1.23], [1.72, 1.03, -0.15], [0.97, -0.80, -0.88], [1.03, -0.30, 0.10], [-1.00, 0.61, -1.20]], "smiles": "O=CC[C@H]1CN1", "total_charge": 0, "total_energy_ev": -7795.5515, "orbital_gap_ha": 0.3779}



{"formula": "C4H7NO", "method": "wB97M-V/def2-TZVPD", "symbols": ["H", "H", "C", "H", "O", "N", "C", "H", "H", "C", "C", "H", "H"], "positions_angstrom": [[1.35, 2.41, 0.36], [0.46, -0.09, 1.58], [0.63, 1.60, 0.47], [-0.19, -2.13, 0.47], [-1.48, -0.45, 0.28], [1.18, 0.36, 1.02], [-0.87, -1.64, -0.22], [-0.36, 1.89, 0.79], [1.54, 0.32, -1.11], [-0.52, -0.32, -0.76], [0.74, 0.39, -0.37], [-1.53, -2.30, -0.78], [-0.94, -0.04, -1.73]], "smiles": "C1N[C@H]1[C@H]1CO1", "total_charge": 0, "total_energy_ev": -7796.7083, "orbital_gap_ha": 0.3946}



Looking at max |F| for the records above, in order, we have 1.11 1.41 2.77 0.30 eV/A.
Looking at relative energy (zero: lowest compared OMol25 entry of this formula, charge and spin) for the records above, in order, we have 116.9 120.0 94.4 67.7 kcal/mol.